[1]
{
  "formula": "C27H71NO16",
  "method": "wB97M-V/def2-TZVPD",
  "energy_ev": -63387.7096,
  "homo_ev": -8.912,
  "charge": 0,
  "lumo_ev": 0.44,
  "largest_force_ev_per_a": 3.05,
  "smiles": "C[N+](=O)[O-].COCCOC.COCCOC.COCCOC.COCCOC.COCCOC.COCCOC.CO.CO",
  "gap_ha": 0.3437,
  "symbols": ["C", "O", "H", "H", "H", "H", "C", "O", "H", "H", "H", "H", "C", "N", "O", "O", "H", "H", "H", "C", "O", "C", "C", "O", "C", "H", "H", "H", "H", "H", "H", "H", "H", "H", "H", "C", "O", "C", "C", "O", "C", "H", "H", "H", "H", "H", "H", "H", "H", "H", "H", "C", "O", "C", "C", "O", "C", "H", "H", "H", "H", "H", "H", "H", "H", "H", "H", "C", "O", "C", "C", "O", "C", "H", "H", "H", "H", "H", "H", "H", "H", "H", "H", "C", "O", "C", "C", "O", "C", "H", "H", "H", "H", "H", "H", "H", "H", "H", "H", "C", "O", "C", "C", "O", "C", "H", "H", "H", "H", "H", "H", "H", "H", "H", "H"],
  "xyz": [[-2.988, 2.388, -3.005], [-3.593, 2.122, -1.779], [-3.665, 2.480, -3.818], [-2.440, 3.315, -3.066], [-2.281, 1.576, -3.180], [-4.280, 2.730, -1.561], [-1.465, -2.416, -2.014], [-1.824, -1.330, -2.876], [-0.905, -3.146, -2.605], [-0.824, -2.039, -1.204], [-2.424, -2.894, -1.611], [-2.574, -1.489, -3.492], [-1.067, 0.596, -0.107], [0.345, 0.813, 0.229], [1.137, 0.407, -0.668], [0.685, 1.407, 1.244], [-1.491, 1.554, 0.070], [-1.587, -0.118, 0.526], [-0.995, 0.217, -1.138], [-5.717, -2.386, -0.697], [-5.816, -2.242, -2.069], [-5.188, -1.064, -2.537], [-5.152, -1.160, -4.069], [-3.985, -1.774, -4.553], [-3.983, -3.211, -4.666], [-5.884, -3.399, -0.461], [-6.407, -1.733, -0.136], [-4.755, -1.943, -0.341], [-4.142, -0.871, -2.165], [-5.799, -0.175, -2.326], [-5.135, -0.137, -4.542], [-6.032, -1.791, -4.361], [-3.938, -3.689, -3.680], [-3.015, -3.375, -5.193], [-4.833, -3.496, -5.208], [1.081, -5.001, -1.707], [1.479, -3.630, -1.564], [2.836, -3.407, -1.985], [3.089, -1.885, -2.106], [3.166, -1.344, -3.390], [1.864, -1.059, -3.880], [0.125, -5.159, -1.226], [1.788, -5.686, -1.243], [1.017, -5.304, -2.785], [3.079, -3.920, -2.922], [3.460, -3.870, -1.182], [4.061, -1.667, -1.657], [2.270, -1.407, -1.536], [1.965, -0.226, -4.646], [1.171, -0.706, -3.099], [1.418, -1.836, -4.424], [-2.530, 3.079, 2.471], [-2.726, 3.067, 3.865], [-1.548, 2.620, 4.488], [-1.722, 2.692, 5.998], [-2.588, 1.629, 6.337], [-2.809, 1.522, 7.721], [-3.343, 3.655, 1.989], [-2.386, 2.074, 1.968], [-1.603, 3.669, 2.242], [-0.700, 3.212, 4.183], [-1.408, 1.590, 4.222], [-2.276, 3.611, 6.164], [-0.799, 2.657, 6.537], [-3.530, 0.699, 7.846], [-3.258, 2.412, 8.225], [-1.898, 1.135, 8.215], [3.758, 1.285, 2.720], [4.808, 1.141, 1.776], [4.267, 0.812, 0.486], [5.283, 0.781, -0.665], [5.830, -0.516, -0.957], [6.313, -1.356, 0.141], [4.085, 1.534, 3.716], [3.179, 0.380, 2.785], [3.073, 2.034, 2.407], [3.517, 1.570, 0.203], [3.763, -0.145, 0.570], [6.023, 1.592, -0.559], [4.706, 0.974, -1.575], [7.398, -1.289, 0.153], [5.971, -2.336, -0.133], [5.860, -1.025, 1.083], [5.115, 4.230, 1.223], [4.134, 3.699, 0.385], [4.103, 4.299, -0.858], [2.928, 4.006, -1.685], [3.097, 2.898, -2.491], [1.851, 2.540, -3.078], [5.115, 5.329, 1.212], [6.113, 4.097, 0.883], [4.991, 3.818, 2.202], [4.987, 3.944, -1.419], [4.200, 5.348, -0.715], [2.642, 4.903, -2.313], [1.989, 3.835, -1.071], [1.152, 2.298, -2.331], [1.981, 1.618, -3.628], [1.495, 3.316, -3.727], [-3.606, -0.841, 3.409], [-2.603, -1.136, 2.502], [-1.902, -2.328, 2.846], [-0.984, -2.723, 1.667], [0.035, -1.856, 1.430], [1.391, -2.340, 1.665], [-4.300, -1.704, 3.470], [-4.144, -0.010, 2.982], [-3.216, -0.450, 4.369], [-2.601, -3.206, 3.089], [-1.308, -2.104, 3.745], [-1.618, -2.794, 0.783], [-0.686, -3.754, 1.985], [1.593, -2.451, 2.806], [1.935, -1.513, 1.228], [1.560, -3.345, 1.218]],
  "atomic_forces_ev_per_a": [[0.943, -0.084, -0.242], [0.358, -0.880, 0.750], [-0.986, -0.421, -0.835], [0.465, 0.533, 0.543], [-0.137, -0.002, -0.148], [-0.621, 0.770, -0.027], [-1.600, -0.198, -0.637], [0.294, 0.609, 0.268], [0.005, -0.163, 0.330], [-0.280, -0.128, -0.301], [1.310, 0.416, -0.186], [0.457, -0.408, 0.469], [0.198, -0.562, -0.571], [2.117, -0.771, -0.879], [-1.030, 0.941, 2.195], [-0.442, -0.735, -1.051], [-0.766, 0.741, -0.486], [0.476, -0.101, 0.378], [-0.745, 0.550, 0.380], [0.738, 2.272, 1.078], [0.517, 0.270, -0.732], [0.053, 0.683, -1.179], [-0.431, 0.111, 0.091], [0.574, -0.476, -0.165], [2.183, 1.436, 0.769], [0.050, -1.113, 0.531], [-0.509, -0.285, -0.297], [-0.095, -1.053, -0.118], [-0.977, -0.459, 0.032], [0.027, -0.090, 0.440], [-0.387, -1.012, 0.531], [0.400, 0.878, -0.059], [-0.189, 0.020, -0.160], [-0.916, -0.418, 0.177], [-1.105, -0.762, -0.879], [0.514, 0.454, -0.875], [-0.197, -0.863, -0.609], [-0.087, -0.007, 0.710], [0.279, -0.749, 1.181], [-1.095, -0.050, -0.398], [0.647, 2.598, -0.761], [-0.288, 0.252, 0.032], [0.324, -0.026, 0.219], [-0.054, 0.346, 0.697], [-0.210, 0.012, -0.106], [0.010, 0.439, -0.526], [-0.161, 0.053, 0.134], [0.516, -0.052, -0.033], [0.006, -0.826, 0.896], [0.306, -0.188, -0.105], [-0.586, -1.617, -0.497], [0.673, 0.679, -1.112], [-0.148, 0.013, -0.516], [-0.269, -0.125, 1.108], [-1.547, -0.034, -1.452], [-0.007, -0.015, 0.434], [-0.421, -1.123, 0.374], [0.126, -0.605, 0.360], [-0.410, 0.809, 0.899], [-0.480, -0.471, 0.063], [0.479, 0.311, -0.267], [0.502, -0.754, -0.268], [0.241, 0.551, 0.456], [0.722, -0.039, 0.364], [0.033, 0.326, -0.074], [0.628, -0.299, -0.503], [-0.143, 0.680, 0.125], [0.216, -0.398, -0.581], [0.251, 0.011, -0.014], [-0.058, 0.681, -0.113], [-0.495, -0.627, 0.235], [0.450, -0.046, 0.893], [-0.706, 1.830, -1.024], [0.778, 0.047, 0.204], [-0.302, -0.722, 0.080], [-0.665, 0.916, -0.424], [0.195, -0.414, 0.283], [-0.192, -0.400, -0.161], [0.084, -0.439, 0.144], [0.075, 0.250, 0.142], [0.076, -0.147, 0.292], [0.065, -0.668, 0.152], [0.284, -0.201, -0.042], [-0.186, 1.086, -0.309], [-0.714, -0.558, 0.943], [1.763, -0.351, -0.555], [-2.946, 0.804, 0.029], [-0.088, -0.856, -0.623], [1.524, -0.562, -0.450], [-0.775, 0.183, 0.435], [1.131, -1.084, -0.519], [-0.045, -0.110, 0.490], [-0.026, 0.320, -0.165], [0.051, 1.281, -0.047], [0.525, -0.564, 0.377], [0.990, 0.271, -0.036], [-1.140, -0.007, 1.175], [0.317, 0.018, -0.294], [-0.314, 0.564, -0.413], [-0.659, 0.425, 0.301], [0.803, -1.009, -0.589], [-0.028, 0.037, -0.250], [-1.823, -1.682, 1.722], [1.887, 0.193, -0.003], [-1.238, -0.083, 1.595], [0.251, 0.410, 0.545], [-0.429, 0.332, -0.155], [-0.180, -0.672, -0.065], [0.651, 1.201, -0.418], [0.042, -0.283, -0.036], [-0.072, -0.161, -0.160], [0.352, 0.517, -0.678], [-0.279, 0.400, -1.763], [0.822, -0.379, 0.021], [-0.071, 0.851, -0.133]],
  "mulliken_charge": [-0.5874, -0.3745, 0.3668, 0.3464, 0.0841, 0.2094, -0.1344, -0.5256, 0.2824, -0.1711, 0.2656, 0.2757, -0.2543, 0.9045, -0.0385, -0.6323, 0.4311, -0.2892, -0.1607, -0.4922, -0.4070, 0.3997, -0.6763, -0.4409, -0.6714, 0.3320, 0.3170, 0.0196, -0.2654, 0.3474, 0.3179, 0.3684, 0.2163, 0.2253, 0.3818, -1.0820, 0.2633, -1.0561, 1.1903, -0.4951, -0.7557, 0.2352, 0.4285, 0.2857, 0.4263, 0.4001, -0.2201, -0.4919, 0.3031, 0.1613, 0.4064, -0.3839, -0.4085, -0.1201, -0.7920, -0.1786, -0.8322, 0.3162, -0.0370, 0.3266, 0.4465, 0.0711, 0.3230, 0.4313, 0.2348, 0.2830, 0.3458, -0.6524, -0.5212, 0.1998, -0.4660, -0.4743, -0.6340, 0.3862, 0.1986, 0.2447, -0.0008, 0.5907, 0.3345, 0.1803, 0.2602, 0.2317, 0.2646, -1.0132, -0.1027, -0.8319, -0.3470, -0.2929, -0.1478, 0.3904, 0.3842, 0.2550, 0.2858, 0.5495, 0.3912, 0.1898, 0.0365, -0.1832, 0.4641, -1.0080, -0.0277, -0.8670, -0.4569, 0.2223, -0.2168, 0.3420, 0.2763, 0.2940, 0.4119, 0.3372, -0.0417, 0.4258, 0.2423, -0.2764, 0.1772]
}



[2]
{
  "formula": "C27H72N10O11",
  "method": "wB97M-V/def2-TZVPD",
  "energy_ev": -66585.2384,
  "homo_ev": -8.340,
  "charge": 0,
  "lumo_ev": 0.40,
  "largest_force_ev_per_a": 6.94,
  "smiles": "COCCNCCOC.COCCNCCOC.COCCNCCOC.COCCNCCOC.NC(N)=O.NC(N)=O.NC(N)=O",
  "gap_ha": 0.3211,
  "symbols": ["C", "O", "C", "C", "N", "C", "C", "O", "C", "H", "H", "H", "H", "H", "H", "H", "H", "H", "H", "H", "H", "H", "H", "H", "C", "O", "C", "C", "N", "C", "C", "O", "C", "H", "H", "H", "H", "H", "H", "H", "H", "H", "H", "H", "H", "H", "H", "H", "C", "O", "C", "C", "N", "C", "C", "O", "C", "H", "H", "H", "H", "H", "H", "H", "H", "H", "H", "H", "H", "H", "H", "H", "C", "O", "C", "C", "N", "C", "C", "O", "C", "H", "H", "H", "H", "H", "H", "H", "H", "H", "H", "H", "H", "H", "H", "H", "C", "O", "N", "N", "H", "H", "H", "H", "C", "O", "N", "N", "H", "H", "H", "H", "C", "O", "N", "N", "H", "H", "H", "H"],
  "xyz": [[-4.508, -5.829, -3.723], [-3.854, -4.959, -2.901], [-2.602, -4.486, -3.537], [-1.776, -3.704, -2.492], [-1.943, -2.264, -2.314], [-3.134, -1.890, -1.555], [-3.440, -0.378, -1.562], [-3.689, 0.089, -2.876], [-4.024, 1.449, -2.754], [-5.521, -5.841, -3.320], [-4.009, -6.792, -3.825], [-4.521, -5.322, -4.688], [-2.913, -3.771, -4.298], [-2.021, -5.238, -4.072], [-0.834, -3.861, -3.018], [-1.756, -4.257, -1.553], [-2.060, -1.847, -3.226], [-2.946, -2.163, -0.516], [-4.059, -2.384, -1.851], [-2.676, 0.313, -1.204], [-4.286, -0.427, -0.877], [-4.679, 1.643, -1.904], [-4.632, 1.815, -3.582], [-3.133, 2.071, -2.664], [-3.840, -0.253, 2.302], [-2.924, 0.833, 2.507], [-3.281, 1.797, 3.577], [-2.220, 2.843, 3.747], [-0.947, 2.173, 3.864], [0.137, 3.135, 3.978], [1.390, 2.212, 4.206], [1.984, 1.740, 2.993], [3.155, 0.969, 3.244], [-3.320, -0.952, 1.647], [-4.811, 0.042, 1.905], [-3.878, -0.806, 3.241], [-3.437, 1.282, 4.525], [-4.186, 2.332, 3.286], [-2.357, 3.292, 4.731], [-2.043, 3.670, 3.060], [-0.923, 1.379, 3.240], [0.002, 3.813, 4.820], [0.246, 3.761, 3.092], [1.190, 1.508, 5.014], [2.175, 2.839, 4.629], [3.904, 1.577, 3.750], [3.602, 0.566, 2.335], [3.049, 0.171, 3.980], [4.740, -2.665, -0.555], [3.901, -3.658, 0.052], [2.547, -3.439, -0.356], [1.593, -4.274, 0.531], [1.277, -3.551, 1.768], [0.363, -4.300, 2.659], [-0.172, -3.521, 3.900], [0.859, -3.188, 4.762], [0.381, -2.427, 5.830], [4.348, -1.656, -0.433], [4.881, -2.818, -1.625], [5.751, -2.780, -0.164], [2.354, -3.794, -1.368], [2.258, -2.388, -0.323], [1.998, -5.256, 0.776], [0.676, -4.381, -0.047], [2.149, -3.526, 2.276], [1.016, -5.129, 2.933], [-0.519, -4.645, 2.120], [-0.896, -4.096, 4.478], [-0.723, -2.687, 3.466], [-0.398, -2.905, 6.426], [0.126, -1.417, 5.509], [1.170, -2.309, 6.573], [1.686, 5.029, -1.326], [2.976, 5.011, -0.745], [3.117, 3.964, 0.264], [3.039, 2.532, -0.241], [3.807, 2.437, -1.427], [3.469, 1.165, -2.136], [4.339, 1.003, -3.380], [4.010, 2.023, -4.351], [5.011, 2.188, -5.342], [1.569, 4.183, -2.004], [1.582, 5.899, -1.975], [0.895, 5.178, -0.591], [2.322, 4.066, 1.003], [4.011, 4.097, 0.873], [2.034, 2.242, -0.547], [3.294, 1.786, 0.512], [3.555, 3.269, -1.942], [2.445, 1.166, -2.508], [3.523, 0.255, -1.539], [4.336, 0.038, -3.886], [5.364, 1.175, -3.052], [4.840, 3.075, -5.953], [5.154, 1.245, -5.869], [5.937, 2.378, -4.798], [-0.230, 1.278, -3.691], [-0.304, 1.851, -4.745], [-0.040, -0.013, -3.526], [-0.255, 1.864, -2.531], [0.142, -0.605, -4.323], [-0.279, -0.390, -2.619], [-0.290, 1.347, -1.664], [-0.401, 2.863, -2.500], [-3.440, 4.035, 0.526], [-4.367, 4.055, 1.313], [-2.868, 5.087, 0.046], [-2.812, 2.987, 0.226], [-3.303, 5.947, 0.346], [-2.249, 4.980, -0.745], [-3.060, 2.125, 0.689], [-1.956, 3.047, -0.307], [-0.089, -0.386, 0.505], [-0.216, 0.689, -0.076], [-0.677, -1.499, 0.149], [0.640, -0.561, 1.560], [-0.443, -2.247, 0.786], [-1.024, -1.659, -0.786], [1.105, 0.245, 1.951], [0.770, -1.526, 1.829]],
  "atomic_forces_ev_per_a": [[-0.952, 0.477, -0.919], [3.228, 1.060, 0.673], [-2.406, 1.291, 1.692], [0.796, -0.973, -1.544], [-0.958, -0.491, -0.209], [0.192, 0.794, 0.143], [0.763, -1.334, -0.339], [-0.930, -0.416, 0.400], [-0.620, 0.893, -0.367], [-0.082, -0.765, -0.305], [-0.206, -0.290, 0.131], [-0.496, -0.510, -0.684], [-0.070, 0.155, -0.350], [-0.110, -0.575, 0.534], [0.874, 0.393, 0.715], [-0.034, 0.197, 0.108], [0.251, 0.241, -0.298], [-0.204, -0.046, 0.131], [0.026, -0.256, -0.342], [0.394, -0.516, 0.813], [-0.611, 1.089, -0.150], [0.141, -0.165, 0.420], [0.367, -0.389, -0.484], [0.127, 0.024, 0.035], [1.398, 0.172, 0.816], [-0.382, 0.976, 0.489], [-0.861, -0.111, -1.644], [1.539, -0.579, 0.802], [-0.599, 0.525, 1.066], [1.171, -3.225, -0.683], [0.906, 2.829, 0.207], [-0.570, -1.263, 0.089], [0.476, 0.482, 0.782], [-0.124, 0.234, -0.462], [-0.025, 0.082, 0.144], [-0.749, 0.000, 0.239], [0.115, -0.274, -0.048], [-0.348, -0.275, -0.042], [-0.600, 0.329, 0.084], [-1.213, -0.009, -0.728], [0.856, 0.352, -0.411], [-0.132, -0.296, 0.262], [0.244, 0.110, -0.330], [-0.292, -0.758, -0.595], [0.224, 0.352, 0.325], [0.256, 0.524, -0.249], [-0.424, 0.164, -0.112], [-0.764, -0.442, -0.168], [0.389, -0.673, -0.074], [-0.431, 1.162, -0.612], [-0.316, -1.461, 0.657], [0.006, 1.124, -0.045], [-0.671, 0.677, 0.270], [0.637, -0.142, 0.639], [0.225, -0.988, -1.606], [0.503, 0.213, -0.053], [0.836, 0.628, 1.063], [0.051, 0.057, 0.350], [-0.432, -0.230, -0.310], [-0.206, 0.189, 0.448], [0.459, 0.025, -0.392], [0.090, 0.187, 0.213], [0.178, -0.240, -0.369], [-0.154, -0.214, 0.060], [0.235, 0.482, 0.165], [-0.823, -0.756, 0.682], [0.108, -0.121, -0.216], [-0.276, -0.478, -0.315], [0.052, 0.742, 0.278], [-0.582, -0.138, -0.484], [-0.492, 0.027, -0.046], [0.402, -0.030, -0.261], [0.315, 0.494, -0.497], [0.291, -0.968, 0.929], [-0.897, 0.166, 0.745], [-1.015, 0.290, -0.384], [1.200, -1.967, -0.634], [-0.086, 1.038, -1.637], [0.622, 1.193, -0.329], [-0.487, -0.130, 0.447], [0.414, -0.316, 1.462], [-0.495, -0.384, 0.301], [0.520, 0.206, 0.015], [-0.138, -0.629, 0.277], [-0.391, 0.243, 0.034], [0.408, 0.446, -0.730], [-0.835, 0.296, 0.586], [0.437, 0.276, 0.225], [0.256, -0.281, -0.817], [-0.471, 0.184, 0.137], [0.474, 0.321, 0.531], [-0.463, -0.352, 0.213], [0.371, 0.019, -0.006], [-0.491, -0.405, -0.128], [-0.098, 0.140, -0.617], [0.479, 0.080, -0.121], [0.162, 0.614, -1.269], [-0.076, 0.753, -1.949], [0.412, -3.578, -0.229], [-0.603, 3.057, 3.095], [-0.302, 0.132, 0.311], [0.283, -0.464, -0.420], [0.181, 0.066, 0.329], [0.005, -0.297, -0.163], [-2.307, 0.851, 2.810], [-1.618, 0.311, 0.839], [1.039, 4.554, -1.498], [2.718, -6.128, -1.776], [0.400, 0.155, -0.683], [-0.240, 0.774, 0.226], [0.306, -0.077, -0.075], [-0.140, -0.576, 0.334], [-0.395, 1.702, -1.155], [-0.211, 0.852, -0.504], [-1.265, -2.308, -0.388], [1.780, 0.481, 2.582], [-0.351, -0.556, -0.753], [0.046, -0.161, -0.241], [0.103, -0.112, 0.307], [0.779, 0.165, 0.588]],
  "mulliken_charge": [-0.7817, -0.2885, -0.7281, -0.9040, -0.2406, -1.3790, 0.3274, -0.4950, -0.6143, 0.2360, 0.2624, 0.3531, 0.3699, 0.5253, 0.3981, 0.1889, 0.4223, 0.4798, 0.5035, -0.0699, 0.4636, 0.3104, 0.3764, 0.1050, -0.5262, 0.0304, -0.8139, -0.5858, -0.2264, -0.6169, -0.9371, -0.1411, -0.9489, -0.1463, 0.2680, 0.3824, 0.5217, 0.3869, 0.3650, 0.2465, 0.2125, 0.4303, 0.2922, 0.3188, 0.4910, 0.3604, 0.2436, 0.3057, -0.5140, -0.4136, -0.1453, -0.7302, -0.2505, -1.0191, -0.1880, -0.3666, -0.6990, 0.0028, 0.3138, 0.3526, 0.4143, -0.0685, 0.5331, 0.2786, 0.2710, 0.5407, 0.3668, 0.5420, 0.0118, 0.3408, 0.1837, 0.2675, -0.3756, -0.4568, -0.6307, 0.8310, -0.3477, 1.1473, -1.0331, -0.2472, -0.8308, 0.0182, 0.3289, 0.2340, 0.2171, 0.3598, -0.4954, -0.0564, 0.3071, -0.3550, -0.2988, 0.4944, 0.4383, 0.2320, 0.3030, 0.3414, 0.5021, -0.7566, 0.0049, 0.9385, 0.2002, -0.2571, -0.5137, 0.1253, 0.8241, -0.7467, -0.4283, 0.3472, 0.2299, 0.1415, -0.2863, -0.2317, 0.5823, -0.9530, 0.3657, 0.5594, -0.2756, 0.2084, -0.1873, -0.2761]
}